# 1
{"formula": "C5H8O2", "method": "ωB97M-V/def2-TZVPD", "total_energy_ev": -9404.364, "total_charge": 0, "spin_multiplicity": 1, "homo_ha": -0.3358, "de_lowest_kj_mol": 527.6, "species": ["C", "C", "C", "O", "C", "O", "C", "H", "H", "H", "H", "H", "H", "H", "H"], "xyz": [[-2.553, 0.012, -0.458], [-1.427, -0.074, 0.530], [-0.082, -0.662, -0.060], [1.206, -1.146, 0.157], [1.929, 0.021, -0.256], [1.060, 1.178, -0.240], [-0.052, 0.670, 0.522], [-3.008, -1.016, -0.654], [-2.139, 0.423, -1.379], [-3.232, 0.768, -0.066], [-1.792, -0.195, 1.571], [-0.189, -0.630, -1.161], [2.274, -0.121, -1.324], [2.802, 0.079, 0.421], [0.268, 0.635, 1.597]]}

# 2
{"formula": "C5H8O2", "method": "ωB97M-V/def2-TZVPD", "total_energy_ev": -9405.150, "total_charge": 0, "spin_multiplicity": 1, "homo_ha": -0.2933, "de_lowest_kj_mol": 451.8, "species": ["O", "C", "C", "C", "C", "O", "C", "H", "H", "H", "H", "H", "H", "H", "H"], "xyz": [[1.386, 1.410, 0.936], [0.922, 0.660, -0.128], [-0.591, 0.563, -0.073], [-0.893, -0.419, 1.077], [-0.552, -1.588, 0.137], [1.369, -0.706, 0.036], [-0.944, -0.610, -1.001], [2.352, 1.426, 0.898], [1.292, 1.048, -1.091], [1.543, -1.139, -0.811], [-1.095, 1.535, -0.148], [-0.337, -0.327, 2.014], [-1.968, -0.462, 1.289], [-0.457, -0.694, -1.985], [-2.026, -0.698, -1.150]]}

# 3
{"formula": "C5H8O2", "method": "ωB97M-V/def2-TZVPD", "total_energy_ev": -9407.613, "total_charge": 0, "spin_multiplicity": 1, "homo_ha": -0.3287, "de_lowest_kj_mol": 214.1, "species": ["C", "C", "C", "O", "C", "C", "O", "H", "H", "H", "H", "H", "H", "H", "H"], "xyz": [[2.528, 1.512, -0.450], [1.538, 0.699, -0.196], [0.480, 0.051, 0.225], [0.549, -0.958, 1.163], [-0.924, 0.351, -0.221], [-1.790, -0.896, -0.406], [-2.156, -1.478, 0.824], [2.656, 2.396, 0.174], [3.239, 1.372, -1.260], [1.473, -1.080, 1.419], [-1.402, 0.980, 0.541], [-0.872, 0.934, -1.146], [-2.723, -0.617, -0.906], [-1.267, -1.615, -1.058], [-1.330, -1.652, 1.297]]}

# 4
{"formula": "C5H8O2", "method": "ωB97M-V/def2-TZVPD", "total_energy_ev": -9404.227, "total_charge": 0, "spin_multiplicity": 1, "homo_ha": -0.3089, "de_lowest_kj_mol": 540.9, "species": ["C", "C", "C", "C", "O", "C", "O", "H", "H", "H", "H", "H", "H", "H", "H"], "xyz": [[-0.291, 0.896, -1.774], [-0.132, -0.038, -0.621], [1.122, -0.550, 0.006], [0.097, 0.196, 0.851], [0.392, 1.375, 1.498], [-1.103, -0.710, 1.032], [-1.217, -0.948, -0.353], [-0.281, 0.352, -2.725], [0.527, 1.622, -1.779], [-1.240, 1.436, -1.689], [1.265, -1.622, 0.137], [2.012, 0.034, -0.217], [1.047, 1.187, 2.183], [-0.613, -1.903, 1.650], [-1.584, -1.326, 1.801]]}

# 5
{"formula": "C5H8O2", "method": "ωB97M-V/def2-TZVPD", "total_energy_ev": -9408.644, "total_charge": 0, "spin_multiplicity": 1, "homo_ha": -0.3463, "de_lowest_kj_mol": 114.6, "species": ["O", "C", "C", "C", "C", "O", "C", "H", "H", "H", "H", "H", "H", "H", "H"], "xyz": [[-1.803, 0.902, -2.343], [-1.067, 0.601, -1.444], [-1.242, 0.626, 0.068], [0.294, 0.523, 0.186], [0.903, -0.471, 1.151], [0.187, -1.694, 1.073], [0.388, 0.139, -1.319], [-1.727, -0.297, 0.401], [-1.750, 1.496, 0.489], [0.748, 1.503, 0.369], [0.887, -0.085, 2.184], [1.937, -0.594, 0.823], [0.587, -2.310, 1.698], [0.469, -0.953, -1.438], [1.188, 0.615, -1.900]]}

# 6
{"formula": "C5H8O2", "method": "ωB97M-V/def2-TZVPD", "total_energy_ev": -9407.494, "total_charge": 0, "spin_multiplicity": 1, "homo_ha": -0.3542, "de_lowest_kj_mol": 225.6, "species": ["C", "C", "C", "C", "O", "C", "O", "H", "H", "H", "H", "H", "H", "H", "H"], "xyz": [[0.334, -1.196, -1.355], [0.502, -0.456, -0.264], [1.825, -0.174, 0.429], [-0.672, 0.195, 0.408], [-1.256, -0.607, 1.377], [-1.441, 1.335, -0.097], [-0.290, 1.551, 0.695], [1.169, -1.593, -1.922], [-0.667, -1.426, -1.711], [2.597, 0.128, -0.288], [2.185, -1.061, 0.969], [1.713, 0.637, 1.157], [-2.214, -0.555, 1.261], [-1.461, 1.627, -1.145], [-2.325, 1.596, 0.484]]}

# 7
{"formula": "C5H8O2", "method": "ωB97M-V/def2-TZVPD", "total_energy_ev": -9404.962, "total_charge": 0, "spin_multiplicity": 1, "homo_ha": -0.2901, "de_lowest_kj_mol": 469.9, "species": ["O", "C", "C", "C", "O", "C", "C", "H", "H", "H", "H", "H", "H", "H", "H"], "xyz": [[1.751, -0.141, -0.647], [1.162, 0.420, 0.553], [-0.027, 1.312, 0.107], [-0.896, 0.009, 0.167], [-2.246, -0.026, 0.488], [-0.422, -0.859, -0.904], [0.152, -0.561, 1.036], [1.958, -1.065, -0.435], [1.998, 0.806, 1.153], [-0.362, 2.035, 0.859], [0.115, 1.797, -0.863], [-2.699, 0.143, -0.349], [-0.556, -1.929, -0.879], [-0.146, -0.459, -1.897], [0.268, -1.471, 1.623]]}

# 8
{"formula": "C5H8O2", "method": "ωB97M-V/def2-TZVPD", "total_energy_ev": -9402.533, "total_charge": 0, "spin_multiplicity": 1, "homo_ha": [-0.2519, -0.2507], "de_lowest_kj_mol": 704.3, "species": ["C", "C", "O", "C", "C", "O", "C", "H", "H", "H", "H", "H", "H", "H", "H"], "xyz": [[-1.289, -0.068, 0.430], [-0.974, 0.228, -0.989], [-0.138, 1.180, -1.287], [0.679, 1.812, -0.490], [1.596, -1.179, -0.042], [0.719, -1.510, 0.859], [-0.481, -1.117, 1.152], [-1.276, 0.900, 0.981], [-2.330, -0.414, 0.465], [-1.541, -0.122, -1.840], [0.734, 1.560, 0.560], [1.254, 2.592, -0.965], [1.398, -0.402, -0.765], [2.529, -1.720, 0.027], [-0.913, -1.699, 1.956]]}

# 9
{"formula": "C5H8O2", "method": "ωB97M-V/def2-TZVPD", "total_energy_ev": -9407.043, "total_charge": 0, "spin_multiplicity": 1, "homo_ha": -0.3173, "de_lowest_kj_mol": 269.1, "species": ["O", "C", "C", "O", "C", "C", "C", "H", "H", "H", "H", "H", "H", "H", "H"], "xyz": [[2.483, 0.592, 0.841], [1.612, -0.105, -0.012], [0.238, -0.293, 0.611], [-0.252, 1.071, 0.923], [-1.300, 1.480, 0.264], [-1.715, 0.335, -0.637], [-0.829, -0.881, -0.305], [2.036, 1.412, 1.095], [1.491, 0.401, -0.985], [2.069, -1.082, -0.198], [0.331, -0.788, 1.580], [-1.398, -1.661, 0.206], [-1.592, 0.693, -1.668], [-2.789, 0.152, -0.515], [-0.383, -1.325, -1.200]]}